# 1
{"formula": "C39H44BrF4N7PSTi", "method": "ωB97M-V/def2-TZVPD", "elements": ["Ti", "C", "C", "N", "N", "C", "N", "S", "C", "C", "C", "C", "C", "N", "H", "H", "H", "H", "H", "H", "H", "H", "H", "H", "F", "C", "C", "F", "C", "F", "C", "P", "C", "C", "C", "C", "C", "C", "C", "C", "C", "C", "C", "C", "C", "Br", "C", "F", "H", "H", "H", "H", "H", "H", "H", "H", "H", "H", "C", "C", "C", "C", "N", "N", "H", "H", "H", "H", "H", "H", "H", "H", "H", "H", "H", "H", "C", "N", "C", "C", "C", "C", "C", "C", "C", "C", "H", "H", "H", "H", "H", "H", "H", "H", "H", "H", "H", "H"], "coordinates": [[1.216226, 0.236322, -0.639862], [2.383379, 4.367286, -1.424724], [1.902853, 3.070869, -0.850831], [1.918941, 1.925872, -1.558302], [2.432509, 1.980150, -2.833795], [2.805978, 0.862713, -3.457856], [3.310158, 0.964731, -4.696616], [2.647593, -0.623326, -2.679846], [1.426115, 2.921258, 0.473943], [1.421426, 3.933487, 1.455994], [0.966192, 3.661984, 2.717006], [0.507476, 2.372220, 3.021509], [0.539071, 1.429039, 2.029537], [0.964435, 1.664639, 0.778371], [1.840089, 4.633340, -2.338062], [2.234541, 5.178904, -0.720347], [3.451637, 4.323512, -1.659412], [2.621243, 2.881672, -3.244752], [3.411086, 1.838958, -5.183391], [3.535095, 0.118274, -5.188788], [1.806541, 4.915746, 1.225580], [0.969500, 4.430026, 3.479012], [0.155161, 2.122641, 4.012327], [0.218313, 0.418133, 2.229158], [-5.303235, 1.623023, -5.152548], [-4.490349, 1.405723, -4.139377], [-4.965838, 1.487209, -2.837738], [-6.236296, 1.781237, -2.621627], [-4.107897, 1.269697, -1.779069], [-4.595612, 1.374071, -0.547826], [-2.762844, 0.951192, -1.966769], [-1.611359, 0.843167, -0.529618], [-1.973048, 2.556387, 0.018130], [-2.648673, 2.957693, 1.163319], [-2.830232, 4.310954, 1.415174], [-2.369326, 5.265106, 0.523192], [-1.739161, 4.868644, -0.647886], [-1.529333, 3.523074, -0.890019], [-2.509044, -0.360475, 0.516442], [-3.074867, -1.468780, -0.121771], [-3.615411, -2.508376, 0.617004], [-3.575663, -2.471424, 2.004026], [-3.000212, -1.386734, 2.645547], [-2.467983, -0.337594, 1.910081], [-2.312256, 0.883253, -3.284967], [-0.503053, 0.479472, -3.642215], [-3.159444, 1.101603, -4.357181], [-2.701202, 1.025399, -5.601459], [-3.074493, 2.228371, 1.837636], [-3.349932, 4.622505, 2.312300], [-2.512151, 6.316493, 0.736419], [-1.408922, 5.605775, -1.369425], [-1.037738, 3.204735, -1.804961], [-3.108756, -1.508176, -1.205110], [-4.073799, -3.348316, 0.110748], [-3.995769, -3.289238, 2.573812], [-2.962197, -1.358189, 3.726839], [-2.031093, 0.503264, 2.430323], [1.170483, -4.916062, -2.291484], [0.197076, -4.064474, -1.480524], [-0.140962, -4.750912, -0.157727], [-1.080764, -3.831704, -2.296151], [0.926769, -2.808105, -1.180399], [0.100263, -1.666487, -0.937389], [0.812735, -5.941688, -2.367412], [2.152204, -4.925966, -1.814138], [1.278742, -4.513935, -3.301817], [-0.664609, -5.690634, -0.339551], [-0.780850, -4.121279, 0.467552], [0.775744, -4.964778, 0.392141], [-1.447983, -4.788852, -2.666370], [-0.882769, -3.198812, -3.167170], [-1.876122, -3.387628, -1.693132], [1.533837, -2.600562, -1.956236], [-0.452982, -1.917928, -0.121403], [-0.570949, -1.543856, -1.699139], [0.703493, -1.385612, 4.322222], [0.968429, -2.429555, 3.355580], [1.666830, -3.582642, 3.897597], [1.342979, -1.973907, 2.036028], [2.592278, -1.122888, 1.826945], [3.646235, -1.201556, 2.729811], [4.838851, -0.528108, 2.506754], [4.991686, 0.214360, 1.349459], [3.935444, 0.307282, 0.451135], [2.712335, -0.341673, 0.659898], [0.485334, -1.842527, 5.287412], [-0.183583, -0.818608, 4.019062], [1.536953, -0.681024, 4.456769], [0.985701, -4.132983, 4.551786], [2.558743, -3.336544, 4.487927], [1.969722, -4.243348, 3.085681], [0.478957, -1.419204, 1.641524], [1.457084, -2.857771, 1.403340], [3.550391, -1.797186, 3.628185], [5.645809, -0.596262, 3.224933], [5.927615, 0.719774, 1.143758], [4.090482, 0.904451, -0.442737]], "forces_ev_per_angstrom": [[-0.11, -1.10, -1.64], [-0.02, -0.14, 0.12], [0.15, 0.47, 0.05], [-0.32, 0.19, 0.07], [0.34, 0.10, -0.24], [-0.10, 0.18, 0.19], [0.01, -0.02, -0.10], [-0.01, -0.21, 0.03], [-0.17, -0.06, -0.12], [-0.01, 0.09, 0.05], [0.00, 0.07, -0.05], [-0.05, -0.04, -0.04], [0.04, 0.08, 0.27], [0.04, 1.23, 1.03], [-0.01, 0.01, 0.01], [0.02, 0.04, -0.06], [0.00, 0.04, -0.02], [-0.05, 0.07, 0.00], [-0.01, 0.01, 0.05], [0.04, 0.00, 0.02], [-0.04, 0.00, -0.02], [0.02, 0.02, -0.03], [0.00, -0.07, -0.03], [0.04, -0.03, 0.02], [-0.13, 0.02, -0.18], [0.08, -0.01, 0.25], [0.02, 0.01, -0.13], [-0.13, 0.03, 0.02], [0.37, -0.20, 0.03], [-0.19, 0.02, 0.06], [0.00, -0.08, -0.36], [-0.82, 0.48, 0.05], [0.21, 0.04, 0.05], [0.05, -0.08, -0.09], [-0.05, 0.04, 0.10], [-0.02, 0.04, 0.04], [0.09, 0.01, -0.05], [0.01, -0.09, 0.11], [0.19, -0.07, -0.03], [-0.05, 0.14, 0.05], [-0.01, -0.03, 0.01], [-0.02, -0.05, -0.07], [-0.01, -0.04, 0.07], [0.02, 0.04, -0.05], [-0.03, -0.08, 0.26], [-0.06, -0.09, -0.20], [0.20, -0.04, 0.04], [-0.07, 0.03, -0.12], [0.05, 0.02, 0.04], [0.00, -0.03, -0.01], [-0.03, -0.01, -0.03], [0.01, 0.00, 0.03], [0.07, 0.06, 0.00], [-0.06, -0.01, 0.00], [0.02, 0.00, -0.01], [0.02, 0.02, 0.04], [0.00, 0.03, -0.01], [0.06, -0.01, 0.03], [0.03, 0.11, 0.07], [-0.16, -0.08, 0.04], [0.05, 0.04, -0.09], [0.11, -0.07, 0.00], [-0.03, -0.31, 0.05], [-0.01, -0.62, -0.10], [-0.01, 0.00, -0.01], [-0.01, -0.05, 0.01], [0.03, -0.02, 0.00], [-0.04, 0.03, 0.02], [-0.01, -0.01, 0.03], [-0.02, -0.01, 0.03], [-0.04, 0.01, 0.00], [-0.03, 0.01, -0.01], [0.03, -0.02, -0.06], [0.07, 0.22, -0.17], [-0.07, 0.19, 0.12], [-0.08, -0.05, -0.03], [-0.01, -0.07, -0.08], [0.11, 0.00, 0.07], [-0.11, 0.06, 0.04], [0.08, -0.03, 0.02], [0.05, -0.06, -0.04], [0.03, -0.03, 0.12], [0.01, 0.01, -0.05], [0.02, 0.05, 0.00], [0.11, -0.09, 0.04], [0.46, -0.30, 0.57], [-0.03, 0.03, 0.01], [0.01, 0.05, 0.02], [-0.01, 0.00, 0.02], [0.06, -0.04, 0.00], [0.02, -0.03, -0.04], [0.00, -0.01, 0.00], [-0.01, 0.00, -0.06], [-0.10, 0.02, -0.05], [-0.02, 0.02, -0.04], [-0.01, -0.02, 0.00], [-0.02, 0.02, 0.01], [-0.02, 0.00, 0.00]], "e_tot_ha": -6458.098922, "multiplicity": 3, "orbital_gap_ev": [6.51, 7.02], "total_charge": 1}

# 2
{"formula": "C39H44CsGeN5S", "method": "ωB97M-V/def2-TZVPD", "elements": ["Cs", "N", "C", "C", "N", "C", "C", "N", "C", "C", "N", "H", "H", "H", "H", "H", "H", "H", "H", "H", "H", "H", "H", "H", "H", "H", "H", "H", "H", "S", "C", "C", "C", "C", "C", "C", "C", "C", "C", "N", "H", "H", "H", "H", "H", "H", "C", "C", "C", "C", "C", "C", "H", "H", "H", "H", "H", "C", "C", "C", "C", "C", "C", "Ge", "C", "C", "C", "C", "C", "C", "C", "C", "C", "C", "C", "C", "H", "H", "H", "H", "H", "H", "H", "H", "H", "H", "H", "H", "H", "H", "H"], "coordinates": [[0.063121, 0.169807, 0.297028], [-2.570294, -0.774375, 0.543569], [-2.777659, -2.083034, -0.051412], [-1.684882, -3.068130, 0.359543], [-0.342816, -2.814382, -0.173437], [-0.276339, -3.070394, -1.606397], [0.893941, -2.400356, -2.323622], [0.817015, -0.952842, -2.206465], [0.636166, -3.616650, 0.555203], [1.005707, -3.064225, 1.928054], [1.881321, -1.898389, 1.813680], [-2.496364, -0.812575, 1.564475], [-3.296862, -0.125375, 0.268171], [-2.814366, -1.961525, -1.137166], [-3.730973, -2.556060, 0.242271], [-2.008332, -4.090476, 0.086471], [-1.621121, -3.032390, 1.448699], [-1.189782, -2.686448, -2.059905], [-0.239232, -4.157333, -1.813606], [0.872057, -2.758096, -3.367495], [1.846497, -2.733872, -1.900131], [-0.078167, -0.606564, -2.565463], [1.553718, -0.501162, -2.736084], [1.549855, -3.675905, -0.041129], [0.265699, -4.653449, 0.668669], [1.462511, -3.878302, 2.511864], [0.114993, -2.744621, 2.470405], [2.833841, -2.183520, 1.615475], [1.896377, -1.383713, 2.688475], [-2.108603, 3.645712, -3.699929], [-1.491261, 4.250195, -2.228353], [-1.173408, 3.247795, -1.359144], [-1.432638, 1.903406, -1.808205], [-1.950817, 1.981536, -3.071895], [-2.381533, 0.900509, -3.950339], [-3.166778, 1.153533, -5.091668], [-3.567019, 0.116480, -5.902088], [-3.188187, -1.182015, -5.577442], [-2.415029, -1.345276, -4.442543], [-2.016553, -0.357999, -3.650271], [-1.386019, 5.315075, -2.084648], [-0.765338, 3.487034, -0.382162], [-3.466315, 2.166902, -5.319115], [-4.174081, 0.313987, -6.777469], [-3.478253, -2.033208, -6.177289], [-2.083962, -2.340608, -4.156895], [-0.800430, -1.774073, 6.174439], [-1.877794, -2.237422, 5.430341], [-2.074016, -1.779987, 4.131570], [-1.242948, -0.852268, 3.474022], [-0.186020, -0.411989, 4.290355], [0.052655, -0.846258, 5.590433], [-0.631599, -2.125470, 7.186551], [-2.562424, -2.957984, 5.867908], [-2.936505, -2.193151, 3.602224], [0.523306, 0.317565, 3.894059], [0.901967, -0.463825, 6.148016], [4.186216, 0.356075, 5.725893], [4.535675, -0.166109, 4.488869], [3.968643, 0.351996, 3.334823], [3.050840, 1.398728, 3.392400], [2.707238, 1.910619, 4.641730], [3.272514, 1.395838, 5.799204], [2.256165, 2.099140, 1.743022], [1.155697, 3.656086, 2.168893], [1.528710, 4.946194, 1.801424], [0.723388, 6.029994, 2.122716], [-0.467351, 5.833083, 2.804519], [-0.854995, 4.550363, 3.163992], [-0.050466, 3.467685, 2.843565], [3.697407, 2.660173, 0.536927], [3.360383, 3.096752, -0.743992], [4.334517, 3.542295, -1.623387], [5.667082, 3.551638, -1.235063], [6.017166, 3.115105, 0.032822], [5.039054, 2.669452, 0.911873], [4.616086, -0.054822, 6.631166], [5.242907, -0.984564, 4.424269], [4.244095, -0.069043, 2.373288], [1.982944, 2.713540, 4.715626], [2.986641, 1.800822, 6.762578], [2.452833, 5.109280, 1.258664], [1.024073, 7.029704, 1.832107], [-1.099410, 6.678852, 3.046313], [-1.791497, 4.387816, 3.682935], [-0.374830, 2.467712, 3.118102], [2.321938, 3.094665, -1.061928], [4.052254, 3.879904, -2.613092], [6.430990, 3.898317, -1.920413], [7.055955, 3.123328, 0.342230], [5.325571, 2.339095, 1.903421]], "forces_ev_per_angstrom": [[-0.17, 0.51, 0.57], [-0.71, -0.39, -0.04], [-0.06, -0.04, 0.06], [-0.04, -0.01, -0.02], [-0.07, -0.10, 0.01], [0.10, -0.01, -0.03], [-0.04, -0.08, -0.07], [0.10, -0.19, -0.55], [0.00, 0.00, 0.05], [0.00, -0.11, 0.01], [0.21, -0.06, 0.02], [0.20, 0.07, 0.03], [0.08, 0.03, -0.03], [-0.01, -0.01, -0.03], [0.05, 0.01, -0.03], [0.00, 0.00, -0.01], [0.00, -0.03, 0.02], [-0.04, 0.00, -0.02], [-0.05, 0.02, 0.01], [-0.01, -0.01, 0.08], [-0.02, -0.02, -0.01], [0.04, 0.03, -0.03], [-0.06, -0.03, -0.03], [0.01, -0.01, -0.03], [0.02, 0.02, -0.01], [-0.05, 0.04, -0.04], [-0.01, 0.01, 0.00], [-0.01, -0.01, 0.03], [-0.07, -0.03, 0.04], [-0.08, 0.00, 0.11], [0.09, 0.05, -0.08], [-0.11, -0.05, -0.07], [0.04, 0.02, -0.25], [0.11, 0.14, 0.02], [-0.06, -0.03, -0.03], [-0.02, -0.03, -0.03], [0.02, -0.06, 0.00], [-0.02, 0.02, -0.01], [-0.02, -0.07, -0.06], [0.10, 0.00, 0.06], [0.03, 0.06, 0.01], [0.03, 0.03, 0.14], [-0.01, 0.01, 0.00], [-0.01, -0.01, -0.01], [0.00, -0.02, -0.02], [0.00, -0.04, 0.01], [0.03, 0.00, 0.04], [0.03, -0.04, 0.10], [-0.04, -0.05, -0.09], [-0.13, 0.06, -0.12], [0.09, 0.06, -0.12], [0.00, -0.06, 0.11], [0.00, 0.00, 0.00], [-0.03, -0.03, 0.02], [-0.05, -0.01, -0.02], [0.05, 0.06, -0.02], [0.05, 0.02, 0.03], [0.04, -0.05, 0.04], [0.04, -0.06, 0.03], [0.06, -0.06, -0.06], [-0.01, 0.09, -0.13], [-0.05, 0.05, 0.04], [-0.05, 0.03, 0.04], [0.75, 0.50, 0.52], [-0.07, -0.20, -0.07], [0.05, 0.05, -0.04], [0.06, 0.04, -0.06], [-0.06, 0.03, 0.03], [-0.07, 0.01, 0.02], [-0.06, -0.07, 0.04], [-0.15, -0.03, 0.03], [-0.09, 0.01, -0.08], [0.02, 0.02, -0.07], [0.02, 0.03, -0.07], [0.06, -0.03, 0.06], [0.04, -0.01, 0.05], [0.00, 0.00, -0.01], [-0.01, 0.01, 0.00], [0.01, 0.00, -0.02], [0.00, 0.01, 0.00], [0.00, -0.01, -0.01], [0.01, 0.00, 0.00], [0.00, -0.01, 0.00], [0.00, -0.01, 0.00], [0.01, 0.00, 0.00], [-0.02, -0.01, 0.01], [-0.01, 0.01, -0.01], [0.00, 0.00, 0.01], [-0.01, 0.00, 0.00], [-0.02, 0.00, 0.00], [0.00, 0.00, 0.01]], "e_tot_ha": -4281.431995, "multiplicity": 2, "orbital_gap_ev": [5.51, 4.91], "total_charge": -1}